DFT (the ωB97M-V functional and the def2-TZVPD basis) results for a 2-piece molecular cluster, C4H7N3O overall.

```
! wB97M-V def2-TZVPD RIJCOSX def2/J DEFGRID3
* xyz 0 1
C -0.21 0.42 0.15
C 0.26 -1.80 0.59
C -0.26 -1.67 -0.86
C 0.71 -0.99 -1.61
H 1.16 2.19 1.69
H 0.06 2.17 -0.61
H 1.26 -2.37 0.57
H -0.44 -2.31 1.45
H -1.00 -2.36 -1.32
H 0.52 -1.26 -2.66
H 1.72 -0.96 -1.19
N -0.42 1.73 0.15
N 0.42 -0.29 1.13
N -0.49 -0.19 -1.06
O -0.35 2.54 1.38
*
```

As for the energy relative to the best compared isomer or geometry (same formula, charge and spin): 186.5 kcal per mole. As for the orbital gap: 8.3 eV.

Atomic partial charges in e from the Mulliken method, atoms 1 to 8: number 1, C, carries 0.515; number 2, C, carries -0.486; number 3, C, carries 0.022; number 4, C, carries -0.412; number 5, H, carries 0.332; number 6, H, carries 0.277; number 7, H, carries 0.247; number 8, H, carries 0.256


DFT (the ωB97M-V functional and the def2-TZVPD basis) results for C22H41N5O6S2Ta as an isolated structure.

```
! wB97M-V def2-TZVPD RIJCOSX def2/J DEFGRID3
* xyz 1 1
Ta -0.01 -0.54 -0.79
C 2.88 -3.04 0.52
C 2.13 -3.34 -0.78
N 1.69 -2.12 -1.51
C 2.87 -1.41 -2.08
C 3.27 -0.27 -1.19
N 2.11 0.62 -0.90
C 2.54 1.71 0.01
C 2.53 1.32 1.47
C 1.13 1.04 1.96
N 0.64 -0.33 1.60
C 1.17 -1.27 2.64
C 0.55 -2.66 2.79
N 0.91 -3.66 1.80
C 2.34 -3.92 1.65
H 2.70 -2.00 0.78
H 3.96 -3.17 0.42
H 1.24 -3.91 -0.54
H 2.74 -3.94 -1.46
H 1.15 -2.45 -2.31
H 2.60 -1.04 -3.06
H 3.70 -2.11 -2.20
H 4.05 0.32 -1.68
H 3.68 -0.62 -0.24
H 1.91 1.06 -1.80
H 1.87 2.54 -0.14
H 3.54 2.03 -0.30
H 2.95 2.15 2.04
H 3.19 0.47 1.66
H 0.43 1.75 1.53
H 1.07 1.15 3.05
H -0.36 -0.28 1.80
H 0.99 -0.78 3.60
H 2.25 -1.33 2.55
H -0.54 -2.57 2.81
H 0.86 -2.97 3.80
H 0.42 -4.51 2.02
H 2.47 -4.97 1.38
H 2.90 -3.75 2.57
C -2.61 -0.07 2.31
C -3.66 0.24 1.24
C -4.17 -1.03 0.56
C -3.36 1.36 0.24
C -4.51 2.08 -0.08
C -4.48 3.19 -0.90
C -3.26 3.65 -1.33
C -2.07 2.98 -1.05
C -0.82 3.75 -1.44
C 0.13 3.03 -2.38
C -0.14 4.29 -0.18
C -2.14 1.77 -0.33
O -1.00 0.94 -0.16
H -3.11 -0.50 3.18
H -2.09 0.83 2.65
H -1.92 -0.83 1.97
H -4.51 0.64 1.79
H -3.41 -1.51 -0.04
H -5.02 -0.81 -0.08
H -4.50 -1.76 1.31
H -5.45 1.75 0.34
H -5.39 3.72 -1.14
H -3.20 4.57 -1.90
H -1.18 4.62 -1.99
H 0.59 2.20 -1.86
H 0.91 3.70 -2.73
H -0.39 2.62 -3.25
H 0.15 3.48 0.49
H -0.81 4.93 0.38
H 0.75 4.86 -0.43
O -0.76 -3.34 -1.24
N -1.22 -3.18 -0.17
O -0.96 -1.93 0.32
O -0.04 -1.98 -4.16
S -0.55 -0.71 -3.73
O 0.50 -0.13 -2.70
O -0.86 0.29 -4.69
S -1.98 -0.89 -2.29
*
```

As for the energy relative to the best compared isomer or geometry (same formula, charge and spin): 0.0 kcal per mole. As for the orbital gap: 7.6 eV.

Atomic partial charges in e from the Mulliken method, atoms 1 to 8: number 1, Ta, carries 1.086; number 2, C, carries 1.136; number 3, C, carries -1.475; number 4, N, carries -0.603; number 5, C, carries -0.982; number 6, C, carries -0.912; number 7, N, carries -0.411; number 8, C, carries -0.741


DFT (the ωB97M-V functional and the def2-TZVPD basis) results for a 2-piece molecular cluster, CH8NO overall.

```
! wB97M-V def2-TZVPD RIJCOSX def2/J DEFGRID3
* xyz 1 1
N -0.75 1.84 0.16
H -0.55 0.80 0.16
H -1.62 2.06 -0.32
H 0.02 2.45 -0.13
H -0.86 2.06 1.17
C 0.83 -1.67 -0.46
O 0.15 -0.72 0.37
H 0.18 -2.12 -1.20
H 1.34 -2.41 0.16
H 1.63 -1.12 -0.95
H -0.37 -1.16 1.05
*
```

As for the energy relative to the best compared isomer or geometry (same formula, charge and spin): 12.1 kcal per mole. As for the orbital gap: 11.5 eV.

Atomic partial charges in e from the Mulliken method, atoms 1 to 8: number 1, N, carries -0.456; number 2, H, carries 0.343; number 3, H, carries 0.400; number 4, H, carries 0.384; number 5, H, carries 0.399; number 6, C, carries -0.541; number 7, O, carries -0.637; number 8, H, carries 0.282


DFT (the ωB97M-V functional and the def2-TZVPD basis) results for C3H4O3 as an isolated structure.

```
! wB97M-V def2-TZVPD RIJCOSX def2/J DEFGRID3
* xyz 0 1
O 1.03 -0.22 -1.38
C 0.17 -0.59 -0.44
C 0.34 -0.35 1.14
O -0.78 0.66 1.09
C -0.73 0.58 -0.21
O -0.90 1.46 -1.08
H -0.07 0.96 -1.80
H -0.38 -1.55 -0.57
H 1.25 0.19 1.39
H 0.08 -1.14 1.85
*
```

As for the energy relative to the best compared isomer or geometry (same formula, charge and spin): 87.7 kcal per mole. As for the orbital gap: 9.7 eV.

Atomic partial charges in e from the Mulliken method, atoms 1 to 8: number 1, O, carries -0.831; number 2, C, carries 0.310; number 3, C, carries -0.345; number 4, O, carries -0.313; number 5, C, carries 0.422; number 6, O, carries -0.466; number 7, H, carries 0.453; number 8, H, carries 0.270


| no. | maximum force (Eh/bohr) | total energy (Ha) |
| --- | --- | --- |
| 1 | 0.1342 | -395.85127 |
| 2 | 0.0217 | -2441.35608 |
| 3 | 0.0343 | -172.63063 |
| 4 | 0.0288 | -342.31610 |